A | 12
Properties=species:S:1:pos:R:3 method="wB97M-V/def2-TZVPD" multiplicity=1 total_charge=0 e_homo_ev=-7.78
N 2.01320 0.29843 -0.09513
C 0.81733 -0.30198 -0.34513
O 0.65766 -1.22965 -1.10270
N -0.26395 0.27273 0.38991
C -1.54982 -0.46399 0.46755
C -1.65741 0.78709 -0.32209
H 2.08762 1.17166 0.40061
H 2.77714 0.03334 -0.69727
H -1.44537 -1.45609 0.02407
H -1.94409 -0.48733 1.48523
H -1.46832 0.50017 -1.37006
H -0.02399 0.87561 1.16502


B | 12
Properties=species:S:1:pos:R:3 method="wB97M-V/def2-TZVPD" multiplicity=1 total_charge=0 e_homo_ev=-7.88
C 1.27496 1.00919 -0.28401
C 0.71298 -0.25000 0.29755
C -2.19893 -0.25339 -0.12309
O 1.48805 -1.31934 0.02432
N -0.24710 -0.43597 1.19503
N -1.16269 0.18279 0.46048
H 1.16599 -2.07643 0.53646
H 2.32098 0.88853 -0.57688
H 1.23612 1.83720 0.42609
H 0.73301 1.31581 -1.17930
H -2.87708 0.42218 -0.61766
H -2.44628 -1.32058 -0.15898


Stability, lowest: B


A | 12
Properties=species:S:1:pos:R:3 method="wB97M-V/def2-TZVPD" multiplicity=1 total_charge=0 e_homo_ev=-9.64
N 0.52574 1.19652 -1.14951
C 0.74855 -0.07565 -0.90532
C -0.27961 -0.45874 1.08533
O -1.01117 0.52937 1.33499
C -0.88392 -1.70366 0.61273
N -1.33840 -2.69795 0.22741
H -0.58269 1.64734 -0.46001
H 1.22362 1.78300 -0.68487
H 0.17190 -0.80593 -1.47002
H 1.69945 -0.40173 -0.48377
H 0.69700 -0.55842 1.56878
H -0.97047 1.54584 0.32426


B | 12
Properties=species:S:1:pos:R:3 method="wB97M-V/def2-TZVPD" multiplicity=1 total_charge=0 e_homo_ev=-9.09
O -1.19053 -2.14778 1.39958
C -0.62203 -1.32705 0.72208
N 0.69122 -1.14117 0.44842
C 0.88673 -0.03849 -0.47291
C -0.49550 0.51832 -0.75475
N -1.26347 -0.26831 -0.02379
H 1.39364 -1.77312 0.79356
H 1.34248 -0.35671 -1.41804
H 1.51303 0.75689 -0.05027
H 0.15618 3.47971 -0.13812
H -0.12652 2.87194 -0.47419
H -2.27135 -0.18214 0.03615


Stability, lowest: A